--- a ---
The following is a quantum chemistry calculation of a cluster of 11 separate species, H20NO13 in total, from the OMol25 dataset.

Structure (XYZ):
```
34
Properties=species:S:1:pos:R:3:nbo_charge:R:1
N -0.373 -0.210 -0.319 0.73
O 0.264 0.823 -0.193 -0.51
O -0.115 -1.077 0.576 -0.55
O -0.624 -0.573 -1.509 -0.55
O 0.411 3.172 -0.388 -0.97
H -0.424 3.304 -0.924 0.45
H 0.305 2.244 -0.155 0.48
O -1.659 -1.085 3.310 -0.97
H -2.074 -0.859 2.422 0.46
H -0.814 -0.641 3.321 0.48
O 2.625 0.060 1.473 -1.00
H 1.694 0.085 1.079 0.50
H 2.867 0.862 2.114 0.48
O -0.713 -3.532 -1.170 -0.94
H -1.283 -3.135 -0.383 0.46
H -0.626 -2.618 -1.420 0.47
O -0.305 0.821 2.864 -0.91
H -0.036 0.433 2.100 0.47
H 0.592 1.224 3.100 0.46
O -3.426 -0.371 -2.283 -0.97
H -2.572 -0.781 -2.197 0.50
H -3.564 0.018 -3.153 0.49
O 2.332 2.369 -2.315 -1.05
H 2.029 2.921 -1.517 0.50
H 2.259 1.377 -2.223 0.50
O 2.086 -0.295 -2.147 -0.94
H 1.270 -0.459 -1.674 0.48
H 2.821 -0.679 -1.691 0.48
O 1.838 -2.505 1.566 -1.00
H 1.137 -2.008 1.110 0.49
H 2.698 -2.122 1.800 0.49
O -3.028 1.072 -0.067 -0.98
H -3.071 0.359 -0.736 0.49
H -2.517 1.808 -0.372 0.46
```

The HOMO energy comes out at -0.2612 hartree. As for the total charge: -1. The calculation puts the molar mass at 242.15 g mol⁻¹. As for the gap between HOMO and LUMO: 0.3363 Eh.

=====

--- b ---
The following is a quantum chemistry calculation of a cluster of 11 separate species, H20NO13 in total, from the OMol25 dataset.

Structure (XYZ):
```
34
Properties=species:S:1:pos:R:3:nbo_charge:R:1
N -3.848 4.780 23.867 0.73
O -2.807 5.393 23.656 -0.60
O -3.960 3.603 23.631 -0.57
O -4.774 5.424 24.234 -0.56
O -3.635 8.221 19.532 -0.94
H -4.272 8.907 19.734 0.46
H -3.310 7.936 20.385 0.48
O -0.894 3.095 27.521 -0.95
H -1.574 3.683 27.850 0.47
H -1.101 2.984 26.593 0.48
O -7.113 1.755 26.866 -0.94
H -6.803 1.544 25.986 0.48
H -7.165 0.909 27.311 0.46
O 1.421 8.287 22.733 -0.94
H 2.239 8.016 23.149 0.46
H 0.749 7.749 23.151 0.48
O -9.629 5.305 24.660 -0.95
H -9.153 5.932 24.116 0.47
H -8.952 4.883 25.189 0.48
O -8.915 9.892 25.920 -0.94
H -8.825 8.956 26.099 0.47
H -9.828 10.090 26.128 0.47
O -8.158 3.437 20.701 -0.94
H -7.993 4.047 21.420 0.48
H -9.086 3.214 20.783 0.46
O -2.509 -1.041 22.404 -0.95
H -2.709 -0.294 22.967 0.48
H -2.315 -0.654 21.551 0.47
O -4.337 10.082 26.096 -0.95
H -5.265 9.988 25.881 0.47
H -4.005 9.185 26.130 0.48
O -4.777 5.846 29.036 -0.93
H -5.473 5.301 28.668 0.47
H -5.235 6.477 29.591 0.46
```

The HOMO energy comes out at -0.1671 hartree. As for the total charge: -1. The calculation puts the molar mass at 242.15 g mol⁻¹. As for the gap between HOMO and LUMO: 0.2466 Eh.

=====

Quick one: most stable of them? b

=====

--- a ---
The following is a quantum chemistry calculation of an isolated molecule of S2, from the OMol25 dataset.

Structure (XYZ):
```
2
Properties=species:S:1:pos:R:3:nbo_charge:R:1
S -0.883 0.249 0.107 0.00
S 0.883 -0.249 -0.107 0.00
```

The HOMO energy comes out at -0.2998 hartree. The calculation puts the molar mass at 64.13 g mol⁻¹. As for the gap between HOMO and LUMO: 0.2120 Eh.

=====

--- b ---
The following is a quantum chemistry calculation of an isolated molecule of S2, from the OMol25 dataset.

Structure (XYZ):
```
2
Properties=species:S:1:pos:R:3:nbo_charge:R:1
S 0.169 0.926 0.512 0.00
S -0.169 -0.926 -0.512 0.00
```

The HOMO energy comes out at -0.3295 hartree. The calculation puts the molar mass at 64.13 g mol⁻¹. As for the gap between HOMO and LUMO: 0.2091 Eh.

=====

Quick one: most stable of them? a

=====

--- a ---
The following is a quantum chemistry calculation of the ion C5H8N5 with charge +1, from the OMol25 dataset.

Structure (XYZ):
```
18
Properties=species:S:1:pos:R:3:nbo_charge:R:1
N 0.753 1.307 -1.511 -0.81
C 0.134 1.194 -0.276 0.36
N -1.457 0.579 -0.607 -0.62
C -1.508 -0.892 -0.690 -0.07
C -0.605 -1.644 -0.048 -0.21
C 0.319 -1.069 0.814 0.29
N 1.215 -1.617 1.671 -0.37
C 1.825 -0.556 2.154 0.17
N 1.536 0.565 1.563 -0.23
N 0.508 0.300 0.702 -0.27
H 0.799 0.465 -1.964 0.40
H 0.970 2.210 -1.912 0.44
H -0.188 2.190 0.244 0.26
H -1.726 1.025 -1.521 0.45
H -2.195 0.808 0.131 0.45
H -2.251 -1.454 -1.292 0.26
H -0.816 -2.708 -0.172 0.28
H 2.688 -0.702 2.712 0.23
```

The HOMO energy comes out at -0.4945 hartree. As for the total charge: +1. The calculation puts the molar mass at 138.15 g mol⁻¹. As for the gap between HOMO and LUMO: 0.3348 Eh.

=====

--- b ---
The following is a quantum chemistry calculation of the ion C5H8N5 with charge +1, from the OMol25 dataset.

Structure (XYZ):
```
18
Properties=species:S:1:pos:R:3:nbo_charge:R:1
H 3.591 -1.296 0.756 0.39
N 2.651 -0.811 0.738 -0.58
C 2.388 -0.115 -0.301 0.24
N 1.410 0.917 -0.350 -0.60
C 0.101 0.983 -0.151 0.48
N -0.507 2.154 0.153 -0.36
N -1.869 2.079 0.007 -0.20
C -2.200 0.812 -0.083 0.01
C -0.977 0.013 -0.256 -0.32
C -0.844 -1.354 -0.242 0.23
N -1.723 -2.158 0.262 -0.69
H 3.200 -0.003 -1.033 0.19
H 1.963 1.754 -0.296 0.42
H -0.108 3.134 0.082 0.44
H -3.213 0.407 -0.155 0.23
H 0.202 -1.750 -0.350 0.24
H -1.528 -3.163 0.521 0.45
H -2.538 -1.603 0.698 0.43
```

The HOMO energy comes out at -0.4751 hartree. As for the total charge: +1. The calculation puts the molar mass at 138.15 g mol⁻¹. As for the gap between HOMO and LUMO: 0.3172 Eh.

=====

Quick one: most stable of them? b

=====

--- a ---
The following is a quantum chemistry calculation of a cluster of 2 separate species, CH8NS in total, from the OMol25 dataset.

Structure (XYZ):
```
11
Properties=species:S:1:pos:R:3:nbo_charge:R:1
N -0.518 1.255 1.655 -0.87
H 0.009 0.639 1.022 0.46
H 0.120 1.811 2.236 0.46
H -1.112 1.894 1.123 0.46
H -1.078 0.613 2.236 0.47
C 0.809 -0.769 -1.256 -0.74
S -0.932 -1.241 -1.272 -0.07
H 1.471 -1.445 -0.716 0.23
H 1.211 -0.612 -2.251 0.25
H 0.833 0.248 -0.839 0.17
H -0.812 -2.395 -1.939 0.16
```

The HOMO energy comes out at -0.4686 hartree. As for the total charge: +1. The calculation puts the molar mass at 66.15 g mol⁻¹. As for the gap between HOMO and LUMO: 0.3051 Eh.

=====

--- b ---
The following is a quantum chemistry calculation of a cluster of 2 separate species, CH8NS in total, from the OMol25 dataset.

Structure (XYZ):
```
11
Properties=species:S:1:pos:R:3:nbo_charge:R:1
N -0.319 -1.552 1.716 -0.83
H -0.020 -1.024 2.452 0.45
H 0.067 -1.138 0.954 0.45
H 0.033 -2.486 1.614 0.45
H -1.368 -1.557 1.642 0.47
C 0.517 1.123 -1.830 -0.73
S -0.581 1.079 -0.354 -0.17
H 0.006 0.600 -2.782 0.25
H 0.930 2.126 -2.064 0.26
H 1.304 0.451 -1.430 0.22
H -0.568 2.377 0.082 0.18
```

The HOMO energy comes out at -0.4767 hartree. As for the total charge: +1. The calculation puts the molar mass at 66.15 g mol⁻¹. As for the gap between HOMO and LUMO: 0.3243 Eh.

=====

Quick one: most stable of them? a